No. 1
An isolated molecule of C6H9NO in a non-equilibrium geometry. Source: OMol25; level of theory: ωB97M-V/def2-TZVPD.

Results
Structure (SMILES): [H]/N=C1\[C@H](C)C(=O)[C@@H]1C
Highest occupied orbital energy: -0.346 Eh
Energy relative to the best compared isomer or geometry (same formula, charge and spin): 208.13 kJ/mol
Maximum force: 0.072 hartree/bohr

Each line ends with the Löwdin charge.
Atoms and positions in Å:
H1 1.71110 0.96846 1.11726  0.135
C1 1.12615 0.61226 0.29421  -0.177
N1 0.49577 -1.74174 1.37059  0.151
H2 -2.69950 0.02569 -0.86642  0.045
H3 2.79513 1.13879 -0.98083  0.055
C2 -0.24404 1.28497 0.14538  -0.364
H4 1.32996 0.72608 -1.66554  0.077
C3 -1.97023 -0.52613 -0.45129  0.005
H5 -0.40829 -2.20052 1.63802  0.078
H6 -2.41906 -1.35289 -0.02157  0.061
O1 -0.58640 2.29493 -0.38100  0.140
C4 0.24750 -0.65000 0.83180  -0.294
H7 -1.49867 0.25615 1.60545  0.149
C5 2.03641 0.41667 -0.89417  -0.047
H8 2.43065 -0.60936 -1.15998  0.109
C6 -1.06850 0.12499 0.62224  -0.201
H9 -1.27798 -0.76834 -1.20414  0.080

***

No. 2
C6H9NO as an isolated structure in a non-equilibrium geometry. Source: OMol25; level of theory: ωB97M-V/def2-TZVPD.

Results
Highest occupied orbital energy: -0.288 Eh
Energy relative to the best compared isomer or geometry (same formula, charge and spin): 453.83 kJ/mol
Maximum force: 0.147 hartree/bohr

Each line ends with the Löwdin charge.
Atoms and positions in Å:
C1 -1.16613 -0.37775 2.58676  -0.034
H1 0.89488 0.61705 -4.04600  0.053
H2 2.04114 0.80933 0.67469  0.088
C2 -0.08476 -0.82620 1.62841  -0.315
C3 -0.16312 -0.11790 -2.61053  -0.145
H3 -1.13048 -0.94162 3.52444  0.082
H4 0.77981 2.02118 0.39277  0.091
H5 -0.81287 -0.68806 -3.30212  0.064
H6 -1.06514 0.69121 2.79530  0.083
C4 0.24296 0.02829 -0.08333  -0.217
C5 1.22939 1.10402 0.00404  -0.072
H7 1.66246 1.30168 -0.98106  0.057
C6 -0.51460 -0.68452 -0.80609  0.018
H8 -1.28836 -1.42721 -0.78117  0.080
N1 0.73992 0.65814 -3.02957  0.031
H9 -2.13097 -0.54278 2.09635  0.078
O1 0.76587 -1.62486 1.93712  0.058

***

No. 3
An isolated molecule of C6H9NO in a non-equilibrium geometry. Source: OMol25; level of theory: ωB97M-V/def2-TZVPD.

Results
Highest occupied orbital energy: -0.331 Eh
Energy relative to the best compared isomer or geometry (same formula, charge and spin): 552.92 kJ/mol
Maximum force: 0.225 hartree/bohr

Each line ends with the Löwdin charge.
Atoms and positions in Å:
H1 -0.66714 -1.68916 -1.46366  0.169
C1 -1.53617 0.62601 0.35707  -0.176
H2 -2.10293 1.47055 -0.40007  0.179
C2 -0.46591 -0.89676 -0.71105  -0.365
C3 -0.13169 1.09188 0.24514  -0.155
N1 1.75708 -0.03332 -0.44346  0.059
H3 0.39440 0.79723 -1.85921  0.106
C4 0.90503 0.05771 0.74992  -0.331
H4 -2.08592 0.46779 1.36071  0.153
C5 0.39007 0.32144 -0.98890  -0.211
H5 2.33294 0.77236 -0.48720  0.089
H6 -0.35651 -1.70993 1.24839  0.038
H7 0.22804 2.21500 0.04508  0.190
O1 -1.70557 -0.54982 -0.37611  -0.077
H8 1.38793 0.08728 1.74101  0.140
C6 0.20184 -1.35603 0.56980  -0.012
H9 1.45450 -1.67224 0.41255  0.205

***

No. 4
An isolated molecule of C6H9NO2 in a non-equilibrium geometry. Source: OMol25; level of theory: ωB97M-V/def2-TZVPD.

Results
Structure (SMILES): CO[C@H](C#N)[C@@H]1C[C@H]1O
Highest occupied orbital energy: -0.357 Eh
Energy relative to the best compared isomer or geometry (same formula, charge and spin): 804.84 kJ/mol
Maximum force: 0.230 hartree/bohr

Each line ends with the Löwdin charge.
Atoms and positions in Å:
O1 1.59639 -0.68290 -1.17428  -0.122
C1 0.83779 -1.01543 -0.11232  -0.429
H1 -1.02537 0.07221 -0.46011  0.158
C2 0.83004 0.21010 -2.01659  -0.034
C3 -0.34106 -1.72340 -0.35475  -0.183
C4 -0.56739 -0.07623 1.81257  -0.157
H2 1.64548 0.44877 -2.83707  0.143
O2 -1.21765 2.15641 0.51400  -0.111
C5 0.58449 0.20167 1.04863  -0.168
H3 -1.12170 -1.03699 1.86253  0.109
H4 0.50371 1.15916 -1.43469  0.130
N1 -1.52956 -2.12491 -0.44849  0.181
H5 1.88429 0.38279 1.29894  0.240
C6 -0.78363 0.74813 0.60526  -0.313
H6 -2.19235 2.56766 0.64044  0.165
H7 -0.80991 0.67004 2.76491  0.188
H8 1.50476 -1.58989 0.71560  0.196
H9 0.20168 -0.36720 -2.42458  0.005